Record 1
The following is a quantum chemistry calculation of C3H6S3 in the gas phase, from the Open Molecules 2025 dataset.

The geometry in ORCA input format:
```
! RIJCOSX wB97M-V def2-TZVPD def2/J DEFGRID3
* xyz 0 1
S -1.55983 -1.60272 -0.39807
C -0.15302 -0.76811 0.32896
C 0.75852 -0.06366 -0.64958
S 2.52448 0.07089 -0.24653
C -0.06723 0.78218 0.29873
S -1.28792 1.84713 -0.44667
H -2.26788 -0.93710 0.58092
H 0.23384 -1.17404 1.23438
H 0.52999 -0.31570 -1.67745
H 2.98964 -1.05951 -0.79669
H 0.44319 1.29679 1.07842
H -2.14378 1.92385 0.69356
*
```

## Properties
Energy relative to the best compared isomer or geometry (same formula, charge and spin): 32.4 kcal per mole
LUMO level: 0.0228 Ha
Gap between HOMO and LUMO: 9.626 eV

Computed Löwdin charges, given in elementary charges: S 0.732; C -0.694; C -0.691; S 0.746; C -0.719; S 0.706; H -0.098; H 0.084; H 0.094; H -0.147; H 0.072; H -0.085

Record 2
The following is a quantum chemistry calculation of a molecular structure, C12H12IrN2O6S, from the Open Molecules 2025 dataset.

The geometry in ORCA input format:
```
! RIJCOSX wB97M-V def2-TZVPD def2/J DEFGRID3
* xyz -1 1
Ir 1.04030 1.58316 -0.37975
C 4.24126 -0.04280 -2.40349
C 2.83609 -0.04894 -1.87297
O 2.71457 0.49748 -0.69987
C 1.80789 -0.61327 -2.57982
C 0.55792 -0.85290 -1.93547
C -0.34201 -1.95732 -2.39909
N 0.24600 -0.16994 -0.87982
N -0.76084 -0.62673 -0.03584
C -0.64412 -0.02680 1.11070
O 0.25233 0.86575 1.37997
C -1.57630 -0.41251 2.20371
C -2.63272 -1.29002 1.97541
C -3.48587 -1.63567 3.01037
C -3.29139 -1.11067 4.28250
C -2.24118 -0.23370 4.51181
C -1.38808 0.11746 3.47525
H 4.94099 -0.02605 -1.56978
H 4.38675 0.87237 -2.98154
H 4.44100 -0.90026 -3.04472
H 2.00709 -1.07496 -3.53513
H 0.13975 -2.53503 -3.18492
H -1.26924 -1.52742 -2.78324
H -0.60997 -2.60652 -1.56784
H -2.77089 -1.68794 0.97943
H -4.30885 -2.31508 2.82529
H -3.96031 -1.38173 5.09020
H -2.08801 0.18268 5.49974
H -0.57089 0.80855 3.62968
O 0.44402 3.49484 -0.13341
S 0.41750 3.70130 -1.69755
O 0.72701 5.05100 -2.06813
O 1.57221 2.72231 -2.02376
O -0.83203 3.17935 -2.19792
*
```

## Properties
LUMO level: 0.1076 Ha
Gap between HOMO and LUMO: 7.313 eV

Computed Löwdin charges, given in elementary charges: Ir 1.459; C -0.019; C -0.466; O -0.197; C -0.037; C -0.312; C -0.027; N -0.131; N 0.095; C -0.460; O -0.182; C -0.140; C -0.034; C -0.096; C -0.109; C -0.091; C -0.022; H 0.080; H 0.091; H 0.074; H 0.100; H 0.070; H 0.089; H 0.072; H 0.105; H 0.094; H 0.092; H 0.096; H 0.114; O -0.486; S 0.308; O -0.313; O -0.468; O -0.353

Record 3
The following is a quantum chemistry calculation of 3 unconnected molecules or ions with the total composition C47H45ClN3O8, from the Open Molecules 2025 dataset.

The geometry in ORCA input format:
```
! RIJCOSX wB97M-V def2-TZVPD def2/J DEFGRID3
* xyz 1 1
C 6.79655 -2.43181 2.06041
C 5.26728 -2.80610 1.72065
N 4.35860 -1.62583 1.51871
C 4.06629 -1.42370 0.10107
C 3.54862 -2.46532 -0.92261
Cl 3.10569 -4.23305 -0.64695
N 3.39975 -1.90110 -2.26707
C 2.92317 -2.62131 -3.49137
O 1.88104 -1.91768 -4.18575
C 0.59619 -2.11434 -3.56598
O 0.41455 -1.29812 -2.36826
C -1.02476 -1.33170 -2.08386
C -1.38665 -0.72388 -0.63657
O -1.63373 0.72676 -0.67772
C 3.80215 -0.50230 -2.15722
C 3.82584 0.52758 -3.38451
C 5.36973 0.69551 -3.88045
O 6.13225 1.61519 -3.02488
N 4.15781 -0.25102 -0.76138
C 4.57979 1.08686 -0.24546
C 3.47157 2.24241 -0.51030
C 1.98487 1.92660 -0.91779
C 0.89488 2.99318 -1.18395
C 1.23285 4.53557 -1.01866
C 2.70388 4.87624 -0.57592
C 3.80706 3.77841 -0.33808
C 5.27161 4.24347 0.10249
H 7.50294 -2.73588 1.19547
H 6.97387 -1.34287 2.35777
H 7.10930 -3.11481 2.94325
H 5.27845 -3.55260 0.85841
H 4.84974 -3.38276 2.63405
H 4.85294 -0.82532 1.94155
H 3.83416 -2.68245 -4.20031
H 2.60130 -3.70092 -3.29815
H -0.20316 -1.75469 -4.32583
H 0.35693 -3.22290 -3.34237
H -1.32613 -2.44402 -2.05376
H -1.64265 -0.74226 -2.85671
H -0.62979 -1.00939 0.17389
H -2.40439 -1.18423 -0.32774
H -0.79211 1.10550 -0.32035
H 3.43969 1.57123 -3.12351
H 3.22860 0.17081 -4.29622
H 5.44037 1.12365 -4.93710
H 5.87312 -0.34720 -3.91072
H 6.59245 0.99442 -2.40251
H 5.63180 1.39840 -0.56921
H 4.62721 0.99063 0.90952
H 1.67262 0.82265 -1.06497
H -0.17473 2.74391 -1.50948
H 0.43296 5.33214 -1.18572
H 2.93108 5.98486 -0.42762
H 5.73345 4.91989 -0.70365
H 5.94103 3.33399 0.33868
H 5.16804 4.88093 1.05870
C -1.20866 4.00539 1.30472
C -2.40473 3.33399 1.05408
C -3.62116 3.95561 1.31600
C -3.64618 5.24781 1.84138
C -2.45009 5.91062 2.11494
C -1.23098 5.29136 1.83473
C -2.46197 7.26298 2.71845
O -1.41614 7.84406 2.95416
C -3.76172 7.89376 3.03860
C -3.78824 9.14337 3.66028
C -5.00563 9.74975 3.95292
C -6.20000 9.11539 3.61776
C -6.17796 7.86799 3.00339
C -4.95824 7.25036 2.72138
C -4.94605 5.90755 2.09999
O -5.99043 5.34930 1.81004
H -0.25863 3.52742 1.09070
H -2.38885 2.32577 0.65216
H -4.54887 3.42922 1.11377
H -0.29688 5.80818 2.03299
H -2.86151 9.64497 3.92145
H -5.02388 10.71906 4.44103
H -7.14942 9.59226 3.83983
H -7.11202 7.37673 2.74912
C -6.85383 -8.12980 -0.72441
C -7.07724 -6.76189 -0.86671
C -6.04288 -5.85994 -0.64143
C -4.78295 -6.32365 -0.26075
C -4.56599 -7.69223 -0.09458
C -5.60153 -8.59571 -0.33853
C -3.24830 -8.19411 0.35658
O -3.05622 -9.38883 0.49847
C -2.16942 -7.22082 0.64121
C -0.93931 -7.67380 1.12226
C 0.08437 -6.76710 1.37951
C -0.11412 -5.40742 1.14884
C -1.33956 -4.95278 0.67530
C -2.37270 -5.85774 0.42963
C -3.68406 -5.35798 -0.04071
O -3.85744 -4.16577 -0.23868
H -7.65918 -8.83352 -0.90931
H -8.05831 -6.39863 -1.15562
H -6.22189 -4.79569 -0.75897
H -5.43542 -9.66229 -0.22413
H -0.77737 -8.73235 1.30113
H 1.03840 -7.12066 1.75815
H 0.68650 -4.70013 1.34258
H -1.48927 -3.89130 0.50229
*
```

## Properties
LUMO level: -0.1153 Ha
Gap between HOMO and LUMO: 7.788 eV

Löwdin population analysis, charges in e, atoms 1 to 99: C -0.094; C -0.257; N 0.023; C -0.117; C -0.413; Cl 0.641; N 0.011; C -0.144; O -0.100; C -0.207; O -0.170; C -0.159; C -0.178; O -0.129; C -0.052; C -0.042; C -0.204; O -0.105; N 0.012; C -0.093; C -0.095; C -0.040; C -0.071; C -0.033; C -0.008; C -0.151; C -0.081; H 0.085; H 0.076; H 0.090; H 0.083; H 0.128; H 0.103; H 0.168; H 0.131; H 0.159; H 0.156; H 0.132; H 0.149; H 0.133; H 0.137; H 0.052; H 0.124; H 0.131; H 0.134; H 0.133; H 0.088; H 0.113; H 0.138; H 0.088; H 0.095; H 0.103; H 0.102; H 0.096; H 0.070; H 0.095; C -0.071; C -0.047; C 0.014; C -0.082; C -0.083; C 0.001; C -0.280; O 0.100; C -0.086; C 0.004; C -0.053; C -0.053; C 0.006; C -0.085; C -0.279; O 0.106; H 0.080; H 0.081; H 0.124; H 0.119; H 0.122; H 0.109; H 0.110; H 0.122; C -0.049; C -0.050; C 0.005; C -0.087; C -0.084; C 0.008; C -0.278; O 0.111; C -0.079; C 0.010; C -0.057; C -0.077; C -0.003; C -0.083; C -0.279; O 0.087; H 0.112; H 0.111; H 0.122

Record 4
The following is a quantum chemistry calculation of a molecular structure, C7H56BInNO20, from the Open Molecules 2025 dataset.

The geometry in ORCA input format:
```
! RIJCOSX wB97M-V def2-TZVPD def2/J DEFGRID3
* xyz -1 1
C -2.71904 -3.97164 0.82376
C -1.81698 -3.89731 -0.42820
C -0.77455 -2.76891 -0.35737
C -1.39799 -1.36053 -0.47062
In -0.22970 0.23153 -1.52662
C -0.86991 0.31194 -3.66855
O 1.86878 0.14934 -1.25854
C 2.51013 -1.04552 -1.60091
C 2.43383 -1.39805 -3.08577
B -0.86371 2.23703 -0.56480
N -2.09934 2.98140 -0.87758
O -0.01030 2.79303 0.43469
H -2.39298 -3.29987 1.61093
H -2.70020 -4.98663 1.23007
H -3.75781 -3.78168 0.54478
H -2.39937 -3.82675 -1.34721
H -1.25316 -4.83828 -0.50055
H -0.04981 -2.94975 -1.15225
H -0.30656 -2.85931 0.62697
H -2.32653 -1.45981 -1.05039
H -1.71049 -0.99170 0.51111
H -1.93425 0.57898 -3.67395
H -0.33846 1.09062 -4.21548
H -0.78310 -0.65538 -4.16650
H 2.15918 -1.89103 -0.98766
H 3.58293 -0.93737 -1.35747
H 2.79664 -2.42489 -3.21501
H 3.09774 -0.74628 -3.65195
H 1.41348 -1.37241 -3.47040
H -2.91727 2.65724 -0.37323
H -2.27946 2.94123 -1.87234
H 0.68207 3.21424 -0.09733
O -0.65458 -3.66043 3.34101
H -0.10953 -2.96953 3.74405
H -0.25311 -4.47329 3.65731
O -2.05750 2.22150 2.99090
H -1.57723 1.92793 2.20746
H -1.69453 3.10040 3.16274
O -1.20404 -3.21848 -3.71759
H -2.09866 -2.95811 -3.95809
H -1.13859 -4.14003 -3.97975
O 1.16843 -2.54641 5.27664
H 0.77897 -2.25919 6.11105
H 2.10759 -2.63339 5.45785
O 0.75694 3.40121 -4.72886
H 0.38990 4.21246 -4.36645
H 1.36116 3.09628 -4.03788
O 5.67346 -1.55289 -4.10362
H 6.10335 -1.80597 -4.92841
H 5.96720 -0.65193 -3.94149
O 0.19164 5.94543 1.10233
H 1.13871 5.77261 1.10023
H -0.18452 5.12775 0.73688
O -0.17078 -5.62211 -5.30105
H 0.30579 -6.01104 -4.55991
H 0.31438 -5.90143 -6.08272
O 2.14644 3.24169 -1.76791
H 2.64947 3.91746 -1.30171
H 2.52467 2.37720 -1.52749
O -0.19370 -3.87218 7.69567
H -1.06872 -3.58438 7.39386
H -0.20818 -4.83154 7.64539
O 1.29246 7.59524 3.44416
H 0.92552 7.15200 2.66933
H 0.65460 8.28942 3.63437
O 5.52792 -1.16676 -7.08093
H 5.10014 -1.58091 -7.83538
H 4.89489 -0.51037 -6.77077
O -3.07927 -5.14629 -5.63945
H -2.12659 -5.31276 -5.60593
H -3.45823 -5.95626 -5.98979
O -1.86560 -1.78228 7.47625
H -1.90867 -1.45550 8.38099
H -2.35005 -1.12631 6.96876
O -2.16473 7.63408 2.51185
H -2.91059 7.54692 1.91218
H -1.46137 7.12947 2.08495
O 3.61055 5.53789 -2.46917
H 3.83945 6.46598 -2.57079
H 3.36471 5.23186 -3.34800
O -0.90312 3.88336 4.99081
H -1.06570 2.93936 5.10662
H -1.41819 4.31142 5.68018
O -3.05921 0.09802 9.31050
H -3.24768 0.36144 10.21610
H -3.76947 0.48795 8.79111
*
```

## Properties
Energy relative to the best compared isomer or geometry (same formula, charge and spin): 8.1 kcal per mole
LUMO level: 0.0576 Ha
Gap between HOMO and LUMO: 5.101 eV

Computed Löwdin charges, given in elementary charges: C -0.120; C -0.284; C -0.320; C -0.265; In 0.813; C -0.232; O -0.374; C -0.433; C -0.101; B -0.585; N 0.087; O -0.026; H 0.043; H 0.054; H 0.057; H 0.079; H 0.088; H 0.068; H 0.089; H 0.031; H 0.017; H -0.037; H -0.053; H -0.057; H 0.088; H 0.093; H 0.066; H 0.051; H 0.041; H 0.053; H 0.036; H 0.032; O -0.062; H 0.006; H 0.028; O -0.067; H 0.019; H 0.010; O -0.040; H 0.047; H -0.008; O -0.050; H 0.028; H 0.046; O -0.067; H 0.029; H 0.010; O -0.062; H 0.008; H 0.035; O -0.054; H 0.049; H 0.035; O -0.037; H 0.065; H 0.057; O -0.062; H 0.021; H 0.045; O -0.077; H 0.009; H 0.033; O -0.061; H -0.013; H 0.030; O -0.057; H 0.038; H 0.046; O -0.063; H -0.015; H 0.027; O -0.053; H 0.022; H 0.049; O -0.065; H 0.032; H -0.005; O -0.053; H 0.039; H 0.040; O -0.054; H 0.033; H 0.038; O -0.044; H 0.047; H 0.050